Computed, not measured: C5H9O3Pb as an isolated structure, with ωB97M-V with the def2-TZVPD basis set.

Its orbital gap (spin up / spin down) is 0.185 / 0.186 Ha. The HOMO energy (spin up / spin down) is -2.0 / -2.0 eV. As for the net charge: -1. Its energy is -16716.988 eV.

```
18
Properties=species:S:1:pos:R:3:lowdin_charge:R:1
H 2.954 0.670 2.542 0.00
O -1.402 -0.220 -0.181 0.00
Pb -2.542 -3.292 1.396 0.28
O -0.706 -1.964 0.982 -0.35
C -0.457 -0.896 0.428 -0.64
O 0.716 -0.333 0.386 0.00
C 1.912 -1.046 0.692 -0.30
C -1.058 0.912 -1.013 -0.21
C -2.317 1.416 -1.673 -0.08
H -0.597 1.681 -0.379 0.13
H -0.315 0.589 -1.753 0.13
H -3.077 1.683 -0.927 0.08
H -2.069 2.316 -2.251 0.08
H -2.732 0.667 -2.359 0.08
C 2.958 -0.210 1.063 -0.30
H 1.716 -1.946 1.282 0.08
H 3.896 -0.724 1.293 0.02
H 3.120 0.698 0.471 0.01
```

Computed, not measured: an isolated ion of composition CO2PS and charge -1, with ωB97M-V with the def2-TZVPD basis set.

Its orbital gap (spin up / spin down) is 0.174 / 0.251 Ha. The HOMO energy (spin up / spin down) is -0.9 / -4.5 eV. Its expectation value of S² is 2.01. As for the net charge: -1. Its energy is -25255.351 eV. As for the multiplicity: 3. For the relative energy (zero: lowest compared OMol25 entry of this formula, charge and spin), the calculation gives 175.6 kJ/mol.

```
5
Properties=species:S:1:pos:R:3:mulliken_spin:R:1
C 0.786 -0.079 -0.105 0.20
O 1.581 -0.942 -0.323 0.13
O 0.629 0.867 0.747 0.17
P -0.817 0.659 -0.554 0.85
S -2.179 -0.506 0.236 0.65
```

Computed, not measured: a 10-piece molecular cluster, C28H84N6O10P2S8 overall, with ωB97M-V with the def2-TZVPD basis set.

Its orbital gap is 0.310 Ha. The HOMO energy is -8.3 eV. Its energy is -165065.206 eV. For the relative energy (zero: lowest compared OMol25 entry of this formula, charge and spin), the calculation gives 344.9 kJ/mol.

```
138
Properties=species:S:1:pos:R:3:lowdin_charge:R:1
O -16.304 8.499 -5.545 -0.33
P -16.189 9.964 -5.975 0.60
N -16.608 10.163 -7.663 -0.30
C -16.613 8.962 -8.597 -0.08
C -16.758 11.523 -8.224 -0.15
N -14.692 10.660 -5.812 -0.32
C -14.400 12.038 -6.051 -0.14
C -13.518 9.869 -5.429 -0.10
N -17.242 11.039 -5.233 -0.33
C -18.645 11.094 -5.665 -0.09
C -16.974 11.696 -4.022 -0.13
H -16.756 9.338 -9.610 0.07
H -17.451 8.291 -8.409 0.07
H -15.676 8.408 -8.528 0.07
H -17.717 11.660 -8.725 0.07
H -16.016 11.719 -8.998 0.07
H -16.717 12.343 -7.508 0.06
H -14.141 12.153 -7.104 0.08
H -15.202 12.752 -5.863 0.07
H -13.566 12.336 -5.415 0.09
H -13.903 8.893 -5.134 0.06
H -12.818 9.657 -6.237 0.08
H -13.015 10.218 -4.527 0.08
H -19.344 10.473 -5.104 0.08
H -18.971 12.112 -5.455 0.08
H -18.777 10.813 -6.710 0.07
H -17.450 12.676 -3.984 0.09
H -15.895 11.840 -3.975 0.07
H -17.363 11.089 -3.204 0.09
O -31.530 24.588 -10.206 -0.29
P -30.530 23.714 -10.841 0.60
N -30.016 24.371 -12.368 -0.30
C -29.202 23.536 -13.340 -0.09
C -29.874 25.848 -12.517 -0.10
N -31.038 22.066 -11.171 -0.31
C -30.909 20.952 -10.198 -0.10
C -32.032 21.846 -12.178 -0.15
N -29.132 23.487 -9.897 -0.32
C -27.961 22.797 -10.288 -0.16
C -28.959 24.290 -8.648 -0.09
H -28.215 23.348 -12.916 0.05
H -29.113 24.052 -14.295 0.08
H -29.713 22.587 -13.500 0.06
H -30.650 26.381 -11.967 0.07
H -29.917 26.130 -13.569 0.07
H -28.879 26.095 -12.146 0.07
H -30.029 20.974 -9.555 0.07
H -31.768 20.948 -9.528 0.08
H -30.989 19.981 -10.688 0.08
H -31.964 22.729 -12.814 0.07
H -31.818 20.931 -12.730 0.08
H -33.005 21.665 -11.720 0.08
H -27.314 23.563 -10.715 0.08
H -27.531 22.260 -9.442 0.09
H -28.172 22.102 -11.101 0.07
H -28.053 24.061 -8.089 0.08
H -29.801 24.165 -7.967 0.07
H -28.960 25.358 -8.863 0.07
C -20.112 10.608 -16.357 -0.27
S -21.760 11.186 -15.811 0.83
O -22.745 10.814 -16.924 -0.59
C -22.003 9.968 -14.417 -0.25
H -19.645 11.373 -16.976 0.05
H -20.256 9.686 -16.921 0.05
H -19.401 10.378 -15.564 0.05
H -21.299 10.438 -13.729 0.03
H -21.722 8.966 -14.741 0.05
H -22.952 9.858 -13.893 0.05
C -14.464 18.924 -12.337 -0.25
S -13.517 20.115 -13.402 0.83
O -12.316 20.648 -12.662 -0.57
C -12.820 18.756 -14.344 -0.31
H -14.946 19.509 -11.554 0.05
H -13.820 18.061 -12.165 0.05
H -15.313 18.597 -12.939 0.04
H -12.164 18.066 -13.814 0.06
H -12.244 19.072 -15.213 0.05
H -13.615 18.105 -14.706 0.05
C -20.979 23.788 -17.074 -0.24
S -20.680 24.851 -18.630 0.83
O -21.923 24.886 -19.475 -0.58
C -20.626 26.507 -17.699 -0.25
H -21.616 24.391 -16.427 0.04
H -20.000 23.634 -16.620 0.04
H -21.329 22.765 -17.215 0.04
H -20.068 26.581 -16.765 0.05
H -21.660 26.781 -17.492 0.04
H -20.322 27.308 -18.374 0.04
C -24.332 15.929 -9.598 -0.26
S -23.078 17.237 -9.899 0.83
O -21.806 16.522 -9.398 -0.60
C -23.004 17.234 -11.757 -0.26
H -24.371 15.744 -8.524 0.05
H -23.932 15.039 -10.083 0.05
H -25.290 16.235 -10.019 0.05
H -22.800 16.258 -12.198 0.05
H -22.217 17.877 -12.151 0.05
H -24.000 17.423 -12.157 0.04
C -29.670 11.762 -15.974 -0.24
S -30.027 13.463 -15.245 0.83
O -28.846 14.043 -14.484 -0.58
C -30.004 14.206 -16.877 -0.30
H -30.419 11.552 -16.738 0.04
H -29.670 11.018 -15.177 0.04
H -28.692 11.794 -16.455 0.05
H -30.717 13.672 -17.504 0.05
H -29.002 14.232 -17.304 0.06
H -30.294 15.257 -16.861 0.05
C -20.335 16.257 -20.617 -0.26
S -18.874 16.935 -19.698 0.84
O -18.802 16.298 -18.282 -0.60
C -17.523 16.128 -20.656 -0.26
H -20.440 15.176 -20.522 0.05
H -20.233 16.359 -21.697 0.05
H -21.227 16.724 -20.198 0.04
H -16.547 16.467 -20.310 0.05
H -17.665 16.515 -21.665 0.04
H -17.621 15.042 -20.659 0.06
C -28.374 10.957 -4.453 -0.27
S -28.692 11.090 -6.275 0.84
O -29.534 9.864 -6.632 -0.59
C -29.925 12.496 -6.134 -0.25
H -27.578 10.252 -4.212 0.04
H -29.317 10.763 -3.943 0.05
H -28.064 11.881 -3.964 0.04
H -29.996 12.933 -7.130 0.04
H -29.613 13.186 -5.350 0.04
H -30.884 12.074 -5.834 0.05
C -17.250 19.253 -1.484 -0.29
S -15.721 19.375 -2.457 0.82
O -15.096 18.007 -2.408 -0.58
C -16.526 19.485 -4.162 -0.24
H -16.992 19.210 -0.426 0.04
H -17.804 18.344 -1.716 0.06
H -17.790 20.198 -1.540 0.05
H -15.756 19.892 -4.817 0.04
H -17.461 20.037 -4.258 0.04
H -16.878 18.480 -4.397 0.05
```

Computed, not measured: a 3-piece molecular cluster, C3H5FN4 overall, with ωB97M-V with the def2-TZVPD basis set.

Its orbital gap is 0.277 Ha. The HOMO energy is -7.4 eV. Its energy is -11862.954 eV. For the relative energy (zero: lowest compared OMol25 entry of this formula, charge and spin), the calculation gives 633.0 kJ/mol.

```
13
Properties=species:S:1:pos:R:3:lowdin_charge:R:1
C -1.097 -0.678 0.089 -0.32
C -1.691 0.544 0.312 -0.08
C 0.573 1.003 -0.322 -0.41
H 0.747 -2.633 -0.112 0.24
H 1.903 -1.397 1.452 0.19
H -2.647 0.828 0.525 0.08
H -1.109 2.519 -0.008 0.21
H 2.189 0.591 -1.567 0.16
N 1.311 -1.385 0.190 -0.08
N 0.330 -0.445 -0.107 -0.18
N -0.705 1.491 0.218 0.02
N 1.577 1.465 -0.956 0.05
F -1.381 -1.903 0.288 0.12
```